Entry 1:
The ion C4H7NO2S with charge -2 in a non-equilibrium geometry. Source: OMol25; level of theory: wB97M-V/def2-TZVPD.

Properties
E_HOMO (eV): 0.3
Molar mass (g/mol): 133.2
Frontier orbital gap (eV): 5.8
SMILES string: O=C[C@@H](C[S-])NC[O-]
Charge: -2
Total energy (eV): -20678.5064

Last column: Löwdin charge in e.
CARTESIAN COORDINATES (ANGSTROEM)
S  0.5149  2.6112  1.9965  -0.0588
O  1.2006  -1.6081  1.4754  -0.0542
O  -1.2933  -0.1494  -2.8512  -0.4061
N  -1.0124  0.4744  -0.5533  -0.0316
C  -0.7662  -0.4923  -1.6430  -0.6086
C  0.9092  1.1073  0.9397  -0.6897
C  -0.2468  0.1018  0.7104  -0.3720
C  0.3293  -1.3160  0.6523  -0.2387
H  -0.9064  0.0135  1.5757  0.1134
H  -1.2362  -1.4351  -1.3299  0.0602
H  0.3447  -0.6694  -1.8026  0.0911
H  -0.6662  1.4033  -0.7814  0.0698
H  1.1544  1.6185  0.0153  0.0136
H  1.7276  0.5805  1.4071  0.0126
H  -0.0532  -2.2402  0.1891  0.0991

---

Entry 2:
An isolated molecule of C4H7NO2S in a non-equilibrium geometry. Source: OMol25; level of theory: wB97M-V/def2-TZVPD.

Properties
E_HOMO (eV): -10.2
Molar mass (g/mol): 133.2
Frontier orbital gap (eV): 10.9
SMILES string: C[C@H]1C=CS(=O)(=O)N1
Total energy (eV): -20679.4542

Last column: Löwdin charge in e.
CARTESIAN COORDINATES (ANGSTROEM)
S  -1.6042  -1.1574  0.5149  0.6840
O  -1.7788  -2.4880  0.9526  -0.2833
O  -2.8030  -0.4345  0.2933  -0.3007
N  -0.3538  -0.8536  -0.8680  -0.0744
C  1.0511  1.1158  -1.2200  -0.0375
C  0.8389  -0.2443  -0.3570  -0.4239
C  0.5973  0.1684  1.0549  -0.1157
C  -0.5385  -0.2023  1.6318  -0.1173
H  1.2112  0.6534  -2.2092  0.0798
H  -0.7322  -0.1815  -1.4937  0.0572
H  1.8791  1.6688  -0.8074  0.0579
H  1.6685  -0.9636  -0.4757  0.1462
H  1.1535  0.9742  1.5363  0.1211
H  0.2161  1.9032  -1.1961  0.1128
H  -0.8051  0.0413  2.6433  0.0939

---

Entry 3:
An isolated molecule of C4H7NO2S in a non-equilibrium geometry. Source: OMol25; level of theory: wB97M-V/def2-TZVPD.

Properties
E_HOMO (eV): -9.6
Molar mass (g/mol): 133.2
Frontier orbital gap (eV): 10.0
SMILES string: S[C@@H]1COC=NOC1
Total energy (eV): -20676.2886

Last column: Löwdin charge in e.
CARTESIAN COORDINATES (ANGSTROEM)
S  -2.6394  -0.3773  -0.6594  0.5842
O  0.6534  -1.6827  -0.5846  -0.1190
O  0.7793  1.1355  -0.8128  -0.0848
N  1.9649  -1.0115  -0.5580  0.1162
C  -0.9564  -0.1009  0.3610  -0.5518
C  -0.2549  1.3148  0.2357  -0.1482
C  -0.0450  -1.2813  0.5265  -0.3075
C  1.7635  0.2527  -0.5844  -0.2739
H  -0.9826  2.0825  0.0046  0.1016
H  2.8712  0.8025  -0.4781  0.1801
H  0.3176  1.7225  1.2078  0.1656
H  -1.8823  0.0197  -2.0588  0.0155
H  -0.7959  -1.9423  0.6996  0.0787
H  0.6376  -1.1407  1.2921  0.1137
H  -1.4309  0.2065  1.4089  0.1298